Entry from the OMol25 dataset: a structure of composition C33H28Cl3N4O10S2V (the ωB97M-V functional and the def2-TZVPD basis).

Positions of all 81 atoms, in Å:
V (0.65944, 0.74151, 0.01102)
O (2.27185, -4.98157, -1.25978)
C (1.96819, -3.72439, -1.02314)
C (2.37909, -2.65561, -1.84825)
C (1.98900, -1.39700, -1.47826)
N (1.26147, -1.16552, -0.39311)
C (0.83887, -2.16905, 0.37267)
C (1.16795, -3.46913, 0.11116)
C (-0.07260, -1.63746, 1.43148)
O (-0.63135, -2.23523, 2.28404)
O (-0.21258, -0.28792, 1.23590)
C (2.25061, -0.11340, -2.19360)
O (2.82662, 0.12467, -3.18554)
O (1.62059, 0.90908, -1.42809)
H (2.81763, -5.10599, -2.04998)
H (2.96760, -2.80888, -2.74412)
H (0.81238, -4.27882, 0.73331)
Cl (-1.60111, -5.96433, 0.30245)
C (-2.46527, -4.49930, -0.01662)
C (-3.09043, -3.82539, 1.01964)
C (-3.79029, -2.66974, 0.72760)
C (-3.89786, -2.16116, -0.56886)
C (-4.84154, -0.98186, -0.74561)
C (-4.46143, 0.12339, -1.73427)
N (-3.05566, 0.54663, -1.67564)
C (-2.38853, 1.17284, -2.71671)
C (-1.10718, 1.33773, -2.32916)
N (-0.98196, 0.79742, -1.05230)
C (-2.19544, 0.35694, -0.68678)
O (-6.08378, -1.47357, -1.19971)
C (-7.20871, -1.08011, -0.40503)
C (-7.10012, -1.57909, 1.00192)
C (-6.94055, -2.89197, 1.34090)
Cl (-6.86417, -4.22153, 0.26574)
S (-6.80325, -3.13130, 3.03122)
C (-6.96147, -1.45030, 3.32060)
C (-7.11207, -0.75242, 2.16384)
C (-3.24218, -2.86356, -1.57733)
Cl (-3.27555, -2.34808, -3.23998)
C (-2.52736, -4.02377, -1.31529)
H (-3.04145, -4.20661, 2.02950)
H (-4.31212, -2.15871, 1.53035)
H (-4.95678, -0.55073, 0.25617)
H (-5.09274, 0.99696, -1.56483)
H (-4.64306, -0.23335, -2.74318)
H (-2.88877, 1.42103, -3.63661)
H (-0.27918, 1.79541, -2.84052)
H (-2.42836, -0.09874, 0.25939)
H (-8.06904, -1.50472, -0.91974)
H (-7.31274, 0.01024, -0.40797)
H (-6.95107, -1.07496, 4.33092)
H (-7.24773, 0.32035, 2.12730)
H (-2.05651, -4.56440, -2.12433)
C (8.83341, 1.25403, 0.22400)
C (7.54220, 2.00955, 0.10610)
C (6.32337, 1.37004, 0.34423)
C (5.12630, 2.05611, 0.24863)
C (5.14278, 3.40561, -0.08711)
C (6.33931, 4.06286, -0.33362)
C (7.52872, 3.36019, -0.23524)
S (3.64743, 4.32276, -0.16233)
O (3.81685, 5.42194, -1.04818)
O (2.56275, 3.37913, -0.33639)
N (3.37902, 4.93839, 1.33247)
C (2.87693, 4.08392, 2.39908)
C (1.38553, 3.76934, 2.20718)
C (1.07129, 2.57920, 1.39095)
O (0.05133, 2.48023, 0.62427)
O (1.70802, 1.45226, 1.42576)
H (8.80451, 0.33532, -0.36240)
H (9.02006, 0.97520, 1.26234)
H (9.67543, 1.85090, -0.11992)
H (6.32075, 0.31951, 0.60957)
H (4.18252, 1.55894, 0.43637)
H (6.33747, 5.10574, -0.62297)
H (8.46290, 3.86883, -0.43550)
H (4.00160, 5.69108, 1.58991)
H (2.97246, 4.65454, 3.31951)
H (3.46762, 3.17089, 2.52243)
H (0.88096, 4.61785, 1.74487)
H (0.89915, 3.59111, 3.17321)

Cartesian forces (eV/Å) of the 3 atoms listed first:
-0.59 -1.01 0.45
0.01 -0.02 0.00
0.00 0.02 -0.01

For the total energy, the calculation gives -5366.2694 Ha. As for the spin multiplicity: 1. The energy relative to the best compared isomer or geometry (same formula, charge and spin) comes out at 19.3 kJ/mol. For the largest force on an atom, the calculation gives 1.3 eV Å⁻¹. Its net charge is +2. For the HOMO-LUMO gap, the calculation gives 3.58 eV.

Entry from the OMol25 dataset: a structure of composition C33H28Cl5F5IN2OPSTaTe (the ωB97M-V functional and the def2-TZVPD basis).

Positions of all 79 atoms, in Å:
Ta (-0.34219, -2.07909, 0.61721)
Cl (-1.22617, -4.01811, 2.45329)
C (-1.35391, -4.83732, 0.94855)
C (-1.18136, -3.91783, -0.07986)
C (-1.09646, -4.42979, -1.36982)
Cl (-0.64039, -3.28314, -2.53821)
C (-1.23231, -5.78747, -1.65079)
Cl (-1.11933, -6.36436, -3.25179)
C (-1.42315, -6.68140, -0.57645)
Cl (-1.54637, -8.34152, -0.88033)
C (-1.46512, -6.20580, 0.76168)
Cl (-1.58369, -7.28562, 2.06992)
I (-1.83705, -0.31956, 2.46542)
C (-1.10610, 0.95336, 4.16464)
C (-1.77886, 0.66067, 5.32946)
C (-1.66338, 1.49487, 6.44568)
C (-0.90922, 2.62648, 6.34632)
C (-0.19857, 2.93377, 5.16807)
C (0.53143, 4.13799, 5.14079)
C (1.22528, 4.52026, 4.02820)
C (1.26986, 3.64549, 2.94734)
C (0.60196, 2.42818, 2.92636)
P (1.20494, 1.66193, 1.37313)
C (0.48263, 2.49739, -0.05578)
C (-0.85423, 2.86786, 0.06802)
C (-1.53551, 3.35206, -1.03507)
C (-0.88500, 3.46965, -2.25584)
C (0.44590, 3.09859, -2.37358)
C (1.13643, 2.60177, -1.27977)
C (3.02316, 1.58338, 1.48607)
C (3.53989, 0.41757, 2.08700)
C (4.90300, 0.12672, 1.97351)
C (5.73868, 0.99522, 1.28682)
C (5.23435, 2.17390, 0.75825)
C (3.87505, 2.46204, 0.83860)
C (-0.22909, 2.05505, 4.02119)
H (-2.42778, -0.19960, 5.38692)
H (-2.19296, 1.25202, 7.35374)
H (-0.84488, 3.31533, 7.17259)
H (0.52786, 4.75556, 6.02595)
H (1.74559, 5.46253, 3.98993)
H (1.87163, 3.92618, 2.09198)
H (-1.35036, 2.78727, 1.02637)
H (-2.56756, 3.64667, -0.94091)
H (-1.40907, 3.87650, -3.10620)
H (0.95909, 3.21372, -3.31518)
H (2.16856, 2.30977, -1.38423)
H (2.92631, -0.13457, 2.80969)
H (5.31074, -0.75361, 2.45072)
H (6.78540, 0.75734, 1.18531)
H (5.89419, 2.86757, 0.25817)
H (3.48989, 3.36281, 0.38127)
C (-3.74411, -2.94042, -4.64025)
C (-3.90442, -1.51293, -4.13212)
N (-3.26955, -1.34821, -2.82775)
C (-2.16378, -0.74785, -2.45850)
S (-1.96818, -0.60666, -0.67942)
N (-1.25339, -0.14741, -3.18692)
C (-1.10491, -0.03127, -4.63849)
C (0.35858, 0.14212, -5.00151)
H (-4.32922, -3.06220, -5.54684)
H (-4.10735, -3.65326, -3.90501)
H (-2.70861, -3.17425, -4.87250)
H (-4.96421, -1.28895, -3.99235)
H (-3.50217, -0.79437, -4.83862)
H (-3.78564, -1.79965, -2.08068)
H (-0.52130, 0.33354, -2.67307)
H (-1.67809, 0.83424, -4.98817)
H (-1.48155, -0.93434, -5.11621)
H (0.75759, 1.07355, -4.61537)
H (0.45130, 0.16164, -6.08382)
H (0.95241, -0.68638, -4.62886)
F (0.88404, -2.03205, 2.22664)
Te (2.49186, -1.26856, 0.46692)
F (1.48875, -3.25178, 0.14828)
F (2.91066, 0.21592, -0.70562)
F (3.39883, -2.09193, -1.03857)
F (1.01854, -1.20055, -1.02520)
O (0.88219, 0.15337, 1.08967)

Cartesian forces (eV/Å) of the 3 atoms listed first:
0.62 -1.29 -1.30
-0.05 0.34 0.79
-0.01 -0.35 -0.81

For the total energy, the calculation gives -5620.7591 Ha. As for the spin multiplicity: 1. The energy relative to the best compared isomer or geometry (same formula, charge and spin) comes out at 437.0 kJ/mol. For the largest force on an atom, the calculation gives 6.1 eV Å⁻¹. Its net charge is +3. For the HOMO-LUMO gap, the calculation gives 5.51 eV.

Entry from the OMol25 dataset: a structure of composition C33H28CuFGeN8O4 (the ωB97M-V functional and the def2-TZVPD basis).

Positions of all 76 atoms, in Å:
Cu (-1.35755, 0.47925, 0.45433)
N (-0.18936, 2.75696, 2.53202)
C (-1.49274, 2.70680, 2.51903)
N (-2.20040, 3.71675, 3.04227)
C (-3.55413, 3.50773, 3.13261)
N (-4.24669, 4.50760, 3.70335)
N (-4.18672, 2.39226, 2.65363)
C (-3.37110, 1.46009, 2.12984)
N (-2.04926, 1.60951, 1.94471)
C (-4.02482, 0.24660, 1.66841)
C (-5.39046, 0.02116, 1.93059)
C (-5.92984, -1.21335, 1.60042)
C (-5.14757, -2.09669, 0.82983)
C (-3.87233, -1.73443, 0.48972)
N (-3.28520, -0.58014, 0.94325)
H (0.21202, 3.66286, 2.70863)
H (0.32835, 1.98584, 2.17488)
H (-3.71726, 5.24845, 4.18352)
H (-5.23324, 4.64166, 3.59240)
H (-5.98774, 0.87052, 2.37835)
H (-6.98126, -1.32736, 1.83649)
H (-5.52434, -3.07532, 0.56148)
H (-3.19951, -2.36839, -0.11542)
C (-0.13721, 0.01097, -0.93691)
Ge (0.93389, -1.74698, -0.82821)
C (2.83068, -2.16588, -0.51493)
C (3.73532, -2.24835, -1.58856)
C (5.11008, -2.27643, -1.34376)
C (5.60435, -2.20804, -0.03983)
C (4.71685, -2.20112, 1.06739)
C (3.34274, -2.19958, 0.78173)
C (0.51995, -2.29187, -2.67826)
C (-0.42678, -3.32668, -2.87601)
C (-0.73197, -3.74078, -4.15718)
C (-0.26867, -2.97662, -5.27175)
C (0.58819, -1.92028, -5.10192)
C (0.80939, -1.46655, -3.79459)
C (0.12291, -3.00401, 0.46400)
C (-0.76518, -2.64863, 1.53915)
C (-1.27798, -3.61939, 2.43141)
C (-0.80713, -4.93546, 2.34649)
C (0.12384, -5.25708, 1.35843)
C (0.56453, -4.33277, 0.42265)
H (-0.88983, -0.09414, -1.74730)
H (3.31653, -2.34590, -2.59907)
H (5.76952, -2.45037, -2.21061)
H (6.73114, -2.22004, 0.08022)
H (5.02615, -2.20176, 2.13009)
H (2.62543, -2.37981, 1.57607)
H (-0.86902, -3.78219, -1.99708)
H (-1.35180, -4.65059, -4.26632)
H (-0.54444, -3.29183, -6.29506)
H (1.00227, -1.41086, -5.94514)
H (1.19329, -0.50434, -3.52684)
H (-1.28511, -1.66538, 1.56958)
H (-2.11129, -3.32315, 3.06638)
H (-1.16026, -5.77122, 2.99773)
H (0.60560, -6.25606, 1.29784)
H (1.23864, -4.73199, -0.30625)
F (3.18464, 5.53130, 2.19006)
C (2.74415, 5.40152, 0.93191)
C (2.60859, 4.21665, 0.33694)
N (2.33555, 4.17104, -1.05835)
C (2.25234, 2.89773, -1.72027)
C (1.46106, 1.81056, -0.94079)
O (0.73835, 0.99941, -1.68628)
O (1.62808, 1.68387, 0.28182)
C (1.85825, 5.32389, -1.70823)
O (1.87845, 5.37323, -2.94270)
N (1.52838, 6.37582, -0.91145)
C (2.34223, 6.64796, 0.18946)
O (2.65009, 7.78921, 0.48408)
H (2.99989, 3.25754, 0.60700)
H (3.29303, 2.51463, -1.92739)
H (1.79688, 3.01416, -2.73201)
H (1.21654, 7.20824, -1.39172)

Cartesian forces (eV/Å) of the 3 atoms listed first:
0.08 0.00 0.61
1.66 1.08 0.46
-3.20 -0.91 -0.60

For the total energy, the calculation gives -5830.6557 Ha. As for the spin multiplicity: 2. The energy relative to the best compared isomer or geometry (same formula, charge and spin) comes out at 195.1 kJ/mol. For the largest force on an atom, the calculation gives 3.6 eV Å⁻¹. Its expectation value of S² is 0.762. Its net charge is -1. For the HOMO-LUMO gap (alpha / beta), the calculation gives 4.22 / 7.01 eV.